Molecular formula: H4N2O2P
Method: DFT, wB97M-V/def2-TZVPD

Geometry as XYZ:
```
9
Properties=species:S:1:pos:R:3:forces:R:3
N -0.30656 -0.95355 0.33103 0.5 0.1 -0.5
P 0.81359 -0.35708 -0.90136 -0.2 0.2 0.2
N 0.62411 1.34259 -0.67917 0.3 -0.3 -0.4
O 0.26552 -0.71597 -2.23866 -0.4 0.1 0.0
O 2.19577 -0.72925 -0.49072 0.1 0.1 0.4
H -0.97845 -1.53420 -0.15321 -0.1 -0.1 0.0
H 0.23749 -1.54086 0.94898 0.0 -0.1 0.1
H 0.88152 1.57063 0.27095 -0.1 0.1 0.1
H -0.34495 1.57910 -0.84040 -0.1 0.1 0.1
```
Forces are in eV/Å.

Properties
- Net charge: -1
- Maximum force: 0.014 Eh/bohr
- HOMO level: -4.750 eV
- Frontier orbital gap: 9.392 eV
- E: -16433.516 eV
- LUMO energy: 0.171 Ha
- Structure (SMILES): NP(N)(=O)[O-]
- ΔE to the lowest compared entry with this formula, charge and spin: 0.00 kJ/mol